Below is a cluster of 3 separate species, CH7O2S in total, with properties calculated with ωB97M-V/def2-TZVPD.

```
11
Properties=species:S:1:pos:R:3:nbo_charge:R:1
C 1.73 -0.18 0.37 -0.73
S 0.08 0.20 -0.33 -0.71
H 2.11 0.29 1.25 0.18
H 2.37 0.20 -0.43 0.18
H 1.94 -1.20 0.38 0.18
H -1.07 -1.37 -2.63 0.47
H -1.49 -1.55 -1.25 0.50
O -1.71 -1.82 -2.15 -0.98
H -0.86 1.09 1.36 0.50
H -1.92 2.48 1.51 0.46
O -1.17 1.87 1.91 -1.05
```

The HOMO energy comes out at -2.95 eV. The net charge is -1.


Below is a cluster of 3 separate species, CH7O3 in total, with properties calculated with ωB97M-V/def2-TZVPD.

```
11
Properties=species:S:1:pos:R:3:lowdin_spin:R:1
C 1.06 -1.33 -0.37 0.11
O 0.26 -0.25 -0.18 0.79
H 0.67 -2.39 -0.40 0.03
H 1.89 -1.36 0.37 0.00
H 1.43 -1.32 -1.41 0.07
H -1.48 -0.17 -0.51 0.00
H -2.75 -0.86 -0.26 0.00
O -2.38 -0.23 -0.90 0.00
H 1.51 1.39 2.03 0.00
H 0.76 1.16 0.72 0.00
O 1.13 1.87 1.28 0.00
```

As for the expectation value of S²: 0.75. As for the multiplicity: 2. The HOMO energy (spin up / spin down) comes out at -11.02 / -10.99 eV. The net charge is 0.


Below is a cluster of 2 separate species, CH7OS in total, with properties calculated with ωB97M-V/def2-TZVPD.

```
10
Properties=species:S:1:pos:R:3:lowdin_spin:R:1
O -0.86 1.93 -0.96 0.02
H 1.52 0.40 0.06 0.08
H -1.79 1.78 -1.02 0.00
H -0.63 2.52 -1.69 0.00
C 0.34 -1.70 0.48 0.19
S 0.65 -0.03 1.05 0.53
H -0.43 -1.74 -0.26 0.01
H -0.04 -2.08 1.42 0.01
H 1.28 -2.17 0.16 0.03
H -0.04 1.10 0.75 0.13
```

As for the expectation value of S²: 0.75. As for the multiplicity: 2. The HOMO energy (spin up / spin down) comes out at -4.44 / -10.22 eV. The net charge is 0.


Below is a cluster of 2 separate species, CH7OS in total, with properties calculated with ωB97M-V/def2-TZVPD.

```
10
Properties=species:S:1:pos:R:3:nbo_charge:R:1
O -1.25 -2.25 -0.25 -0.97
H -0.44 1.22 -1.20 0.21
H -1.74 -2.53 -1.03 0.51
H -1.16 -3.02 0.32 0.51
C 1.16 1.60 0.47 -0.64
S 0.14 0.31 -0.42 0.29
H 1.48 1.17 1.37 0.26
H 1.96 1.68 -0.24 0.27
H 0.52 2.42 0.73 0.26
H -0.67 -0.60 0.24 0.30
```

The HOMO energy comes out at -16.42 eV. The net charge is +1.


Summary of energy above the lowest of the compared OMol25 structures with the same formula, charge and spin in eV
0.772 0.026 0.132 0.819
(order as listed above)